This record from the OMol25 dataset describes a structure of composition C23H30EuF9N8O2PS3 in a non-equilibrium geometry. The level of theory is ωB97M-V with the def2-TZVPD basis set.

## Properties
Electronic energy ... -125937.629 eV
Relative energy (zero: lowest compared OMol25 entry of this formula, charge and spin) ... 56.7 kJ/mol
Multiplicity ... 8
E_LUMO (alpha / beta) ... 0.3857 / 0.3856 eV
Charge ... 0
Highest occupied orbital energy (alpha / beta) ... -5.842 / -7.387 eV
Maximum force ... 0.0327 Eh/bohr

```
77
Properties=species:S:1:pos:R:3:forces:R:3:lowdin_spin:R:1
Eu -0.711 0.228 -0.687 -0.5943 -1.0941 -1.1320 7.02
O -0.434 0.191 1.568 0.2674 -0.1053 1.3542 -0.01
N 0.618 0.897 1.970 0.0834 0.0407 -0.0524 0.00
C 0.443 1.717 3.036 -0.0489 -0.2354 -0.2625 0.00
C 1.454 2.500 3.508 0.0755 0.0321 0.0312 0.00
C 2.691 2.448 2.858 0.0096 0.1272 0.1311 0.00
C 2.849 1.629 1.773 -0.1630 -0.1154 -0.1104 0.00
C 1.795 0.829 1.282 0.3016 0.0056 0.0260 0.00
S 1.993 -0.190 -0.109 0.4974 0.1696 0.6029 -0.01
H -0.557 1.682 3.438 0.0017 0.0198 0.0204 0.00
H 1.272 3.141 4.358 0.0373 -0.0043 -0.0297 0.00
H 3.514 3.061 3.204 -0.0289 -0.0368 -0.0296 0.00
H 3.783 1.579 1.234 0.0122 0.0019 0.0112 0.00
F -1.750 5.617 -0.463 0.1699 -0.1721 0.0373 0.00
C -0.742 4.719 -0.368 0.1436 0.3972 -0.1496 0.00
F -0.196 4.853 0.841 -0.0338 -0.0174 -0.1112 0.00
F 0.187 5.067 -1.279 -0.1448 -0.0596 0.2061 0.00
C -1.209 3.265 -0.615 -0.0782 -0.1724 -0.1582 0.00
O -0.308 2.373 -0.214 0.0116 1.4425 0.1224 -0.01
C -2.558 3.031 0.160 -0.1845 0.8414 0.1627 0.00
F -2.769 1.716 0.310 -0.2536 -0.2120 0.0173 0.00
F -3.655 3.545 -0.444 0.2235 -0.1927 0.0641 0.00
F -2.524 3.553 1.400 0.0946 -0.1507 -0.3028 0.00
C -1.481 3.063 -2.160 -0.1733 0.7180 0.1604 0.00
F -2.323 2.006 -2.312 0.0748 -0.1290 -0.1311 0.00
F -2.042 4.111 -2.786 0.0163 -0.2364 0.1451 0.00
F -0.357 2.758 -2.797 -0.0622 -0.0002 0.0063 0.00
C -0.746 -3.718 -3.811 0.3489 0.0048 0.1562 0.00
N 0.567 -3.261 -3.362 -0.3438 -0.1195 -0.2143 0.00
C 1.670 -4.071 -3.093 -0.4091 0.1422 -0.0629 0.00
C 2.663 -3.261 -2.692 -0.0349 0.3718 0.0398 0.00
N 2.158 -1.973 -2.743 0.1142 0.1139 -0.0199 0.00
C 0.868 -1.953 -3.157 0.5105 -0.6015 0.2401 0.00
S -0.107 -0.603 -3.380 -0.0528 -0.2077 -0.6477 0.00
H -0.764 -4.803 -3.733 -0.0569 0.0137 -0.0328 0.00
H -0.925 -3.409 -4.838 -0.0021 0.0083 -0.0273 0.00
H -1.516 -3.284 -3.175 -0.0308 0.0222 0.0168 0.00
H 1.625 -5.142 -3.190 -0.0057 0.0507 -0.0168 0.00
H 3.665 -3.479 -2.369 -0.0325 0.0331 -0.0195 0.00
H 2.612 -1.124 -2.441 0.1258 -0.0086 0.0352 0.00
C -5.644 0.755 -2.262 0.0501 0.0309 0.1902 0.00
N -5.492 0.251 -0.912 0.2077 -0.2114 -0.3500 0.00
C -6.368 0.693 0.164 0.0606 -0.0793 0.0294 0.00
C -5.840 -0.084 1.386 0.0148 0.0483 -0.1259 0.00
N -4.637 -0.697 0.848 0.2420 -0.2181 -0.0562 0.00
C -4.483 -0.532 -0.480 -0.5070 0.6304 0.2837 0.00
S -3.217 -1.141 -1.399 -0.4112 -0.3813 -0.2428 0.00
H -5.870 1.822 -2.219 0.0358 -0.0116 -0.0292 0.00
H -6.449 0.242 -2.792 -0.0273 -0.0179 0.0342 0.00
H -4.711 0.604 -2.796 0.0158 -0.0031 -0.0326 0.00
H -7.408 0.456 -0.061 -0.0135 -0.0159 -0.0054 0.00
H -6.285 1.774 0.292 0.0336 0.0398 0.0045 0.00
H -6.549 -0.839 1.724 -0.0311 -0.0435 0.0195 0.00
H -5.612 0.579 2.217 0.0356 0.0013 0.0413 0.00
H -4.014 -1.303 1.352 -0.0451 0.0082 0.0895 0.00
C -1.494 -5.379 1.620 -0.0197 -0.0186 0.0328 0.00
N -1.808 -4.203 2.439 0.2567 0.2802 -0.3754 0.00
C -0.720 -4.022 3.407 0.0004 -0.0044 0.0200 0.00
N 0.614 -3.929 2.819 -0.1767 0.2898 -0.4202 0.00
C 0.836 -5.116 1.995 -0.0176 -0.0186 0.0226 0.00
N -0.184 -5.349 0.966 -0.0291 0.5654 -0.0586 0.00
C -0.136 -4.264 -0.045 0.0106 -0.3950 0.0760 0.00
P -0.427 -2.552 0.604 -0.1640 -0.5309 -0.0066 0.00
C -1.939 -3.002 1.583 -0.0236 -0.1441 0.3385 0.00
C 0.751 -2.690 2.015 0.1597 -0.2931 0.3036 0.00
H -2.268 -5.491 0.857 0.0003 -0.0004 -0.0124 0.00
H -1.523 -6.256 2.270 0.0069 -0.0019 0.0142 0.00
H -0.731 -4.880 4.082 -0.0093 -0.0088 0.0143 0.00
H -0.911 -3.117 3.988 -0.0154 -0.0032 0.0035 0.00
H 0.847 -5.986 2.655 -0.0022 -0.0093 0.0050 0.00
H 1.813 -5.035 1.513 -0.0171 0.0002 -0.0058 0.00
H -0.875 -4.476 -0.823 -0.0348 -0.0356 -0.0002 0.00
H 0.845 -4.283 -0.526 0.0311 -0.0245 0.0003 0.00
H -2.770 -3.136 0.887 -0.0376 -0.0837 -0.0162 0.00
H -2.165 -2.143 2.224 -0.0276 -0.0019 0.0404 0.00
H 0.599 -1.820 2.654 -0.0021 0.0078 0.0817 0.00
H 1.764 -2.618 1.619 0.0644 -0.0317 0.0162 0.00
```
Forces are in eV/Å.


This record from the OMol25 dataset describes a structure of composition C20H23MnPSe2 in a non-equilibrium geometry. The level of theory is ωB97M-V with the def2-TZVPD basis set.

## Properties
Electronic energy ... -192406.346 eV
Relative energy (zero: lowest compared OMol25 entry of this formula, charge and spin) ... 615.7 kJ/mol
Multiplicity ... 6
E_LUMO (alpha / beta) ... 0.3277 / -3.2149 eV
Charge ... 0
Highest occupied orbital energy (alpha / beta) ... -4.323 / -8.366 eV
Maximum force ... 0.1632 Eh/bohr

```
47
Properties=species:S:1:pos:R:3:forces:R:3:lowdin_spin:R:1
C -2.508 0.121 -2.012 2.2914 0.4073 2.7913 0.00
C -2.733 1.031 1.311 -3.0147 1.1648 2.3921 0.01
C -2.570 -0.555 -0.561 -2.7410 -1.7540 -2.6030 -0.03
H -1.432 0.092 -2.320 -0.7527 0.2537 0.0278 0.00
C -2.494 -0.365 1.984 -3.7308 0.4614 2.0590 -0.01
H -2.657 1.831 2.067 0.1453 -0.5043 -0.3072 0.02
H -3.646 -0.386 -0.318 1.0692 0.0543 -0.0676 0.01
H -2.056 -0.308 2.997 -0.6563 0.1036 -0.3320 0.01
C -2.547 -1.960 -0.041 -0.5189 -1.4447 0.0312 0.02
H -1.625 -2.542 -0.154 -0.1890 0.0847 0.1053 0.00
H -3.348 -2.519 -0.547 0.1994 -0.2838 0.2104 0.01
C -2.880 1.541 -1.454 -0.2376 0.0103 0.7295 0.01
H -3.624 2.007 -2.109 0.1399 0.1875 0.2360 0.00
H -1.971 2.154 -1.463 -0.2637 0.1373 0.0957 0.01
C -3.511 1.565 0.071 -0.4052 0.8452 -0.6566 0.03
H -4.523 1.133 0.035 0.2170 0.2252 -0.0352 0.00
H -3.660 2.629 0.277 -0.0379 0.0883 -0.0894 0.00
C -2.948 -1.725 1.474 -0.9320 -0.9372 0.1465 0.02
H -4.043 -1.806 1.579 0.1452 0.1413 -0.3330 0.00
H -2.606 -2.527 2.137 0.3784 0.1579 -0.1544 0.00
Mn -1.365 0.047 0.768 6.9948 0.6314 -4.5973 2.94
H -3.057 -0.155 -2.905 -0.7261 -0.6559 0.4386 0.00
Se 0.549 -1.246 0.176 1.5396 0.3540 -0.0595 0.11
P 1.732 0.570 0.695 4.1112 -3.4189 0.1256 0.33
Se 0.109 1.942 1.243 -2.1717 3.8056 0.8606 1.08
C 2.931 0.196 2.011 -0.6346 -0.2159 -1.6702 0.08
C 4.170 0.870 2.056 0.4467 0.0362 0.6483 0.08
C 5.081 0.538 3.063 -0.4129 0.3151 -0.4957 0.00
C 4.772 -0.433 4.019 -0.0833 -0.0976 0.1020 0.10
C 3.529 -1.075 3.978 -0.2829 0.2827 -0.2404 0.00
C 2.598 -0.760 2.983 0.2127 -0.2240 0.6853 0.08
C 2.743 1.145 -0.696 -0.0841 -0.0385 -0.1990 0.03
C 2.648 2.463 -1.171 0.2957 -0.5083 -0.0041 0.01
C 3.516 2.876 -2.187 -0.1189 -0.0568 -0.0248 0.00
C 4.434 1.982 -2.747 -0.2448 -0.0026 0.2675 0.00
C 4.497 0.662 -2.288 -0.2024 0.0003 0.2308 0.00
C 3.655 0.232 -1.257 0.0081 0.4706 -0.3529 0.02
H 4.410 1.639 1.314 -0.0236 -0.3680 0.2923 0.00
H 6.040 1.052 3.096 -0.1407 -0.1158 0.0040 0.00
H 5.490 -0.674 4.804 -0.2118 0.0414 -0.2432 0.01
H 3.279 -1.813 4.736 0.0348 0.0803 -0.1625 0.00
H 1.625 -1.263 2.931 0.4842 0.1148 0.0668 0.00
H 1.904 3.138 -0.734 0.3794 -0.1260 -0.2032 0.01
H 3.461 3.901 -2.552 0.0388 -0.2287 0.0542 0.00
H 5.093 2.313 -3.550 -0.1749 -0.0838 0.2341 0.00
H 5.202 -0.038 -2.732 -0.1362 0.1609 0.0891 0.00
H 3.688 -0.803 -0.900 -0.0032 0.4490 -0.0925 0.00
```
Forces are in eV/Å.


This record from the OMol25 dataset describes a cluster of 2 separate species, C10H15OP in total in a non-equilibrium geometry. The level of theory is ωB97M-V with the def2-TZVPD basis set.

## Properties
Electronic energy ... -21946.074 eV
Relative energy (zero: lowest compared OMol25 entry of this formula, charge and spin) ... 143.5 kJ/mol
E_LUMO ... 0.5536 eV
Charge ... 0
Highest occupied orbital energy ... -7.505 eV
Maximum force ... 0.0892 Eh/bohr

```
27
Properties=species:S:1:pos:R:3:forces:R:3:mulliken_charge:R:1
C 4.101 -0.043 -0.243 -0.6609 0.8067 1.8159 -0.47
C 3.637 -1.325 -0.390 -0.1753 -1.0767 -1.8618 -0.42
C 3.278 0.810 0.564 1.1450 0.8568 -0.7847 -0.42
C 2.268 -1.726 -0.103 2.4597 3.0776 0.7185 -0.37
C 2.026 0.431 1.002 -0.1091 -1.5401 -1.1304 -0.89
C 1.463 -0.798 0.576 0.2377 -0.4357 -0.3087 0.72
C -1.253 2.241 0.691 1.0703 2.1315 0.1844 -1.26
C -3.000 0.444 1.112 -1.3048 -2.9710 0.4972 -1.24
C -0.930 -2.183 -1.140 2.2439 4.0018 0.1053 -0.56
C -1.747 0.792 0.464 3.0723 -0.7526 -0.6378 0.16
O -0.810 -2.276 0.250 -0.0494 -0.1895 1.1763 -0.28
P -0.269 -1.078 1.209 -0.7230 1.4878 -0.1089 0.08
H 5.128 0.280 -0.574 -1.3846 -0.4166 0.3828 0.32
H 4.382 -1.934 -0.977 -1.3473 -0.1567 0.7725 0.24
H 3.702 1.811 0.721 -0.5169 -0.3330 0.3922 0.31
H 1.973 -2.675 -0.385 -0.8004 -1.7701 -0.4455 0.51
H 1.305 0.922 1.607 0.2352 1.5115 0.5597 0.52
H -1.323 2.856 1.668 -0.2370 -2.1018 -0.6410 0.34
H -0.209 2.504 0.391 -0.3444 -1.1117 0.1713 0.35
H -1.721 3.026 0.070 -0.7182 -0.8003 -0.4151 0.37
H -2.881 0.584 2.171 -0.3832 0.1541 0.6220 0.34
H -3.339 -0.673 0.966 0.9334 1.8887 0.1955 0.25
H -3.843 0.995 0.738 -0.4209 0.6796 -0.1027 0.40
H 0.084 -1.522 -1.508 -3.2773 -1.4036 0.3382 0.31
H -1.948 -1.781 -1.330 0.9262 0.0441 -0.6251 0.21
H -0.795 -3.131 -1.500 0.0567 -2.3718 -1.2212 0.24
H -1.704 0.440 -0.582 0.0725 0.7911 0.3510 0.25
```
Forces are in eV/Å.